Molecular formula: C3H12NO2
Method: DFT, ωB97M-V/def2-TZVPD

Values from the calculation:
largest force on an atom	1.19	eV Å⁻¹
LUMO level	-3.3	eV
net charge	+1
HOMO-LUMO gap	10.8	eV
electronic energy	-326.49206	a.u.
ΔE to the lowest compared entry with this formula, charge and spin	13.2	kcal per mole

Geometry (Å):
C -1.178 0.151 0.033
O -0.261 1.234 -0.174
C -0.369 -0.923 0.746
C -1.259 -1.895 1.515
N 0.548 -0.246 1.707
H -1.560 -0.207 -0.920
H -2.008 0.477 0.670
H -0.660 1.892 -0.750
H 0.268 -1.458 0.039
H -1.905 -2.438 0.828
H -0.691 -2.633 2.080
H -1.876 -1.307 2.195
H 0.000 0.043 2.526
H 0.930 0.591 1.266
H 1.308 -0.859 2.005
H 2.918 1.785 -3.236
H 2.180 0.814 -4.121
O 2.042 1.418 -3.375


Molecular formula: C35H56O13
Method: DFT, ωB97M-V/def2-TZVPD

Values from the calculation:
largest force on an atom	0.94	eV Å⁻¹
LUMO level	-0.8	eV
net charge	0
HOMO-LUMO gap	8.5	eV
electronic energy	-2345.35716	a.u.

Geometry (Å):
C -1.394 -0.814 1.534
O -0.449 0.134 1.988
C 0.173 0.850 0.934
C -0.793 1.669 0.087
C -1.399 2.799 0.934
C -2.593 3.479 0.245
C -3.915 2.876 0.658
C -4.285 2.763 1.939
C -5.576 2.153 2.321
O -6.017 2.290 3.444
C -6.312 1.372 1.292
C -7.352 0.527 1.668
C -8.044 -0.167 0.683
C -7.708 -0.012 -0.660
C -6.661 0.821 -1.031
C -5.956 1.511 -0.049
C -4.830 2.414 -0.421
O -4.672 2.765 -1.569
H -1.062 -1.309 0.617
H -1.558 -1.536 2.328
H -2.336 -0.312 1.295
H 0.784 0.199 0.311
H 0.855 1.547 1.424
H -0.214 2.131 -0.712
H -1.597 1.059 -0.320
H -1.660 2.371 1.902
H -0.630 3.550 1.124
H -2.515 3.320 -0.830
H -2.584 4.552 0.422
H -3.647 3.124 2.731
H -7.593 0.433 2.716
H -8.860 -0.816 0.968
H -8.264 -0.536 -1.425
H -6.378 0.945 -2.066
C -4.877 -5.825 1.472
C -4.894 -5.560 -0.018
O -4.620 -4.189 -0.321
C -3.373 -3.693 -0.454
C -2.191 -4.519 -0.006
O -3.248 -2.575 -0.868
H -3.892 -5.643 1.902
H -5.154 -6.860 1.677
H -5.583 -5.167 1.979
H -4.216 -6.218 -0.563
H -5.893 -5.739 -0.415
H -1.973 -4.276 1.034
H -1.335 -4.241 -0.616
H -2.334 -5.593 -0.100
C 5.528 2.730 -3.014
C 4.020 2.863 -3.068
O 3.365 1.653 -2.679
C 3.101 1.351 -1.394
C 3.726 2.175 -0.300
O 2.426 0.381 -1.161
H 5.878 2.537 -1.999
H 6.003 3.642 -3.375
H 5.852 1.896 -3.636
H 3.659 3.704 -2.474
H 3.696 3.040 -4.092
H 4.675 1.719 -0.020
H 3.063 2.161 0.562
H 3.890 3.217 -0.566
C 6.017 -1.139 4.377
C 5.195 -1.245 3.110
O 5.455 -0.158 2.213
C 6.451 -0.162 1.319
C 7.533 -1.209 1.401
O 6.487 0.727 0.506
H 7.086 -1.204 4.171
H 5.752 -1.940 5.067
H 5.834 -0.182 4.864
H 5.333 -2.201 2.603
H 4.136 -1.164 3.343
H 8.344 -0.825 2.020
H 7.911 -1.384 0.397
H 7.199 -2.163 1.803
C -6.214 -2.412 -3.007
C -7.415 -3.321 -2.879
O -8.461 -2.980 -3.795
C -8.508 -3.440 -5.061
C -7.293 -4.125 -5.645
O -9.497 -3.245 -5.711
H -5.744 -2.495 -3.988
H -5.471 -2.655 -2.248
H -6.513 -1.373 -2.878
H -7.146 -4.374 -2.979
H -7.862 -3.205 -1.893
H -6.679 -3.377 -6.144
H -7.636 -4.845 -6.384
H -6.686 -4.657 -4.916
C 8.391 2.872 2.446
C 8.359 3.165 0.960
O 8.651 4.541 0.689
C 9.903 5.015 0.553
C 11.073 4.143 0.952
O 10.059 6.141 0.169
H 9.382 3.036 2.870
H 8.102 1.838 2.636
H 7.698 3.529 2.972
H 9.020 2.508 0.393
H 7.357 3.002 0.576
H 11.317 4.344 1.994
H 11.924 4.418 0.334
H 10.899 3.077 0.824


Molecular formula: C2HNOS2
Method: DFT, ωB97M-V/def2-TZVPD

Values from the calculation:
largest force on an atom	7.62	eV Å⁻¹
multiplicity	3
LUMO level (alpha / beta)	-1.1 / -3.1	eV
net charge	0
HOMO-LUMO gap (alpha / beta)	5.9 / 5.8	eV
electronic energy	-1002.97261	a.u.
ΔE to the lowest compared entry with this formula, charge and spin	22.5	kcal per mole

Geometry (Å):
C 1.303 -0.122 0.331
C -1.576 -0.216 -0.281
N 1.054 -0.927 -0.518
O 1.645 0.770 1.044
S -1.463 0.872 1.057
S -1.509 1.277 -0.969
H 0.545 -1.653 -0.664


Molecular formula: CH5NP2
Method: DFT, ωB97M-V/def2-TZVPD

Values from the calculation:
largest force on an atom	9.95	eV Å⁻¹
LUMO level (alpha / beta)	-0.3 / -0.3	eV
net charge	0
HOMO-LUMO gap (alpha / beta)	8.9 / 8.9	eV
electronic energy	-778.39505	a.u.
ΔE to the lowest compared entry with this formula, charge and spin	74.5	kcal per mole

Geometry (Å):
N 1.215 -0.038 1.050
C -0.082 0.092 0.118
P -1.444 -0.792 0.958
P -0.291 0.563 -1.552
H 2.065 0.405 0.541
H -0.689 -1.416 1.822
H -1.075 -1.785 -0.095
H -0.790 1.831 -1.209
H 1.090 1.141 -1.633


Molecular formula: C19H32BLiNO6S2Si
Method: DFT, ωB97M-V/def2-TZVPD

Values from the calculation:
largest force on an atom	1.82	eV Å⁻¹
LUMO level	-4.8	eV
net charge	+1
HOMO-LUMO gap	5.4	eV
electronic energy	-2367.53274	a.u.

Geometry (Å):
C 5.340 -1.368 2.718
C 4.437 -1.756 1.518
N 3.762 -0.565 0.974
C 4.209 -0.167 -0.367
C 4.143 -1.226 -1.485
C 2.369 -0.576 1.132
S 1.300 -1.494 0.342
S 1.770 0.543 2.415
C 2.135 2.171 1.687
C 1.141 3.217 2.136
C -0.297 2.998 1.636
C -0.318 2.481 0.244
C -0.864 1.324 -0.169
C -1.595 0.416 0.791
C -2.405 -0.685 0.147
O -3.379 -1.162 1.114
Si -4.666 -1.936 0.414
C -5.550 -2.959 1.747
C -4.067 -3.113 -0.913
C -5.869 -0.712 -0.316
C -0.704 0.989 -1.609
O -1.522 0.380 -2.278
C 0.564 1.494 -2.248
O 1.135 0.729 -3.223
B 0.742 1.033 -4.539
O 1.648 0.787 -5.525
O -0.478 1.575 -4.823
C 1.074 2.662 -1.853
C 0.350 3.367 -0.773
O 0.264 4.584 -0.698
H 5.345 -2.130 3.489
H 5.076 -0.389 3.094
H 6.366 -1.290 2.363
H 3.710 -2.461 1.900
H 5.076 -2.223 0.779
H 3.582 0.672 -0.663
H 5.213 0.236 -0.308
H 5.151 -1.583 -1.687
H 3.813 -0.774 -2.412
H 3.554 -2.092 -1.227
H 2.188 2.085 0.607
H 3.127 2.476 2.006
H 1.501 4.171 1.755
H 1.119 3.312 3.216
H -0.831 3.945 1.661
H -0.808 2.337 2.325
H -2.294 1.035 1.350
H -0.918 -0.002 1.527
H -1.745 -1.510 -0.107
H -2.933 -0.324 -0.727
H -6.326 -3.544 1.274
H -5.986 -2.266 2.470
H -4.824 -3.602 2.241
H -4.824 -3.840 -1.187
H -3.187 -3.648 -0.566
H -3.777 -2.524 -1.777
H -6.147 0.059 0.399
H -6.775 -1.187 -0.683
H -5.418 -0.193 -1.158
H 2.275 0.139 -5.191
H -1.190 0.949 -4.687
H 1.962 3.067 -2.310
Li -5.748 -1.932 4.040


Molecular formula: C27H38O24
Method: DFT, ωB97M-V/def2-TZVPD

Values from the calculation:
largest force on an atom	7.57	eV Å⁻¹
multiplicity	2
LUMO level (alpha / beta)	-4.1 / -10.4	eV
net charge	+1
HOMO-LUMO gap (alpha / beta)	8.1 / 1.7	eV
electronic energy	-2856.83604	a.u.

Geometry (Å):
C -0.204 -5.958 0.229
C 1.143 -6.432 0.389
O 1.817 -5.710 -0.559
C 1.254 -4.589 -0.810
O 1.701 -3.698 -1.611
O 0.042 -4.682 -0.188
H -0.836 -5.895 1.114
H -0.736 -6.670 -0.401
H 1.224 -7.519 0.398
H 1.425 -6.070 1.378
C 0.866 -0.375 -0.347
C -0.344 -1.237 -0.639
O -1.444 -0.348 -0.343
C -0.943 0.956 -0.323
O -1.572 2.027 -0.254
O 0.318 0.870 0.036
H 1.564 -0.190 -1.164
H 1.515 -0.806 0.415
H -0.220 -2.053 0.072
H -0.288 -1.765 -1.591
C -3.772 4.696 -1.741
C -2.892 3.991 -2.702
O -3.193 4.386 -4.009
C -4.008 5.462 -3.890
O -4.621 6.009 -4.854
O -4.132 5.803 -2.567
H -3.024 4.928 -0.983
H -4.602 4.169 -1.271
H -3.080 2.949 -2.447
H -1.841 4.149 -2.463
C -4.638 2.135 0.913
C -4.151 0.789 1.369
O -5.138 0.352 2.153
C -6.269 1.128 2.023
O -7.299 0.774 2.536
O -6.013 2.133 1.203
H -4.460 2.401 -0.129
H -4.033 2.854 1.466
H -3.227 0.975 1.916
H -3.987 0.234 0.446
C -0.656 -0.158 3.871
C -0.167 -1.492 3.606
O -0.276 -2.248 4.711
C -1.102 -1.664 5.485
O -1.519 -2.240 6.495
O -1.421 -0.530 4.986
H -1.130 0.405 3.066
H 0.115 0.566 4.135
H 0.868 -1.616 3.289
H -0.715 -1.828 2.725
C 6.699 -3.883 2.152
C 6.861 -3.423 0.710
C 6.448 -4.326 -0.484
O 5.410 -3.625 -1.123
C 5.091 -2.475 -0.390
O 4.186 -1.622 -0.509
O 5.998 -2.391 0.580
H 5.707 -4.017 2.582
H 7.194 -3.292 2.922
H 7.226 -4.836 2.211
H 7.858 -2.992 0.619
H 6.173 -5.202 0.105
H 7.335 -4.473 -1.100
C 0.441 4.903 2.244
C 0.998 3.496 2.308
C 2.438 3.268 1.870
O 3.084 2.737 3.029
C 2.179 2.446 3.962
O 2.454 1.924 5.002
O 1.029 3.052 3.572
H 0.232 4.902 1.174
H 1.088 5.779 2.289
H -0.556 5.032 2.665
H 0.313 2.911 1.694
H 2.857 4.270 1.772
H 2.720 2.905 0.882
C -0.641 2.029 -5.950
C -1.031 0.614 -5.399
C -1.064 0.343 -3.880
O -2.142 -0.620 -3.898
C -2.896 -0.341 -4.965
O -4.058 -0.809 -5.112
O -2.234 0.227 -5.983
H 0.219 2.382 -5.379
H -1.401 2.779 -5.730
H -0.297 1.918 -6.979
H -0.306 -0.131 -5.726
H -1.352 1.283 -3.409
H -0.160 -0.104 -3.468


Molecular formula: C44H54EuN5O2PSe
Method: DFT, ωB97M-V/def2-TZVPD

Values from the calculation:
largest force on an atom	3.95	eV Å⁻¹
multiplicity	7
LUMO level (alpha / beta)	1.2 / 2.3	eV
net charge	-1
HOMO-LUMO gap (alpha / beta)	4.4 / 5.5	eV
electronic energy	-5586.25594	a.u.

Geometry (Å):
Eu 11.049 13.183 12.589
C 5.698 10.036 11.441
C 6.691 10.942 12.069
N 6.548 11.268 13.373
O 5.518 10.495 13.913
C 7.668 11.684 11.236
C 7.469 11.890 9.745
N 8.790 12.132 11.781
O 9.632 12.753 10.888
H 5.560 9.072 11.965
H 5.885 9.916 10.351
H 4.650 10.428 11.484
H 5.494 10.827 14.854
H 7.851 11.040 9.168
H 8.124 12.743 9.497
H 6.455 12.097 9.378
C 10.794 17.868 14.187
C 9.619 17.258 15.028
C 8.570 18.281 15.394
P 9.072 15.671 14.198
C 7.477 15.759 13.294
C 6.246 16.120 14.120
C 7.550 16.534 11.982
C 8.583 14.638 15.602
C 7.598 14.987 16.501
C 6.858 14.002 17.203
C 5.654 14.259 18.048
C 7.303 12.673 17.106
C 8.425 12.331 16.372
C 9.140 13.310 15.636
N 10.256 12.949 14.951
C 11.122 12.021 15.553
C 12.223 12.499 16.335
C 12.526 13.964 16.385
C 12.966 11.585 17.053
C 12.763 10.217 16.969
C 13.636 9.339 17.816
C 11.774 9.755 16.087
C 10.994 10.598 15.344
C 9.965 10.014 14.408
H 11.266 18.697 14.723
H 10.397 18.228 13.233
H 11.569 17.105 14.021
H 10.079 16.846 15.956
H 7.842 18.448 14.574
H 9.063 19.255 15.603
H 8.000 17.970 16.314
H 7.344 14.646 13.012
H 6.346 17.074 14.653
H 5.873 15.390 14.856
H 5.399 16.288 13.452
H 7.567 17.595 12.208
H 6.715 16.266 11.360
H 8.486 16.284 11.465
H 7.379 16.076 16.651
H 4.719 14.192 17.466
H 5.643 15.292 18.459
H 5.599 13.579 18.925
H 6.759 11.943 17.690
H 8.834 11.341 16.464
H 13.634 14.102 16.391
H 12.049 14.470 17.272
H 12.218 14.549 15.481
H 13.659 11.962 17.808
H 13.701 9.611 18.865
H 14.689 9.303 17.409
H 13.277 8.295 17.801
H 11.520 8.669 16.089
H 9.147 9.486 14.909
H 10.472 9.197 13.781
H 9.490 10.785 13.809
C 14.253 11.680 13.048
N 13.561 12.847 12.583
C 14.220 13.858 12.111
C 13.606 15.003 11.545
C 14.277 16.147 10.998
C 13.285 16.978 10.443
C 12.101 16.356 10.716
N 12.245 15.176 11.425
C 14.181 10.543 12.075
C 13.962 10.679 10.706
C 14.027 9.507 9.793
C 13.988 8.114 10.402
C 14.037 8.112 11.922
C 14.212 9.227 12.661
H 13.825 11.357 13.996
H 15.357 11.841 13.265
H 15.337 13.878 12.142
H 15.365 16.323 11.018
H 13.432 17.857 9.811
H 11.099 16.643 10.416
H 14.040 11.714 10.271
H 14.800 9.630 8.998
H 14.749 7.417 9.967
H 13.866 7.146 12.409
H 14.286 9.202 13.763
Se 11.496 10.707 9.963
C 12.678 9.217 9.133
C 12.588 7.850 9.799
C 12.460 6.683 8.875
C 12.191 6.861 7.568
C 12.173 8.183 6.957
C 12.400 9.291 7.694
H 11.807 7.833 10.578
H 12.626 5.683 9.318
H 11.985 5.958 6.965
H 11.926 8.238 5.912
H 12.354 10.309 7.254


Molecular formula: C27H30CoO6P
Method: DFT, ωB97M-V/def2-TZVPD

Values from the calculation:
largest force on an atom	0.40	eV Å⁻¹
multiplicity	2
LUMO level (alpha / beta)	-2.7 / -2.1	eV
net charge	+1
HOMO-LUMO gap (alpha / beta)	9.0 / 9.6	eV
electronic energy	-3222.23761	a.u.

Geometry (Å):
Co -0.333 -0.001 1.145
C -0.228 2.322 3.211
C -1.276 1.288 3.588
O -0.697 0.014 3.264
C -1.573 -1.097 3.482
C -0.790 -2.342 3.096
O -0.291 -2.175 1.760
C 1.057 -2.574 1.551
C 2.016 -1.519 2.085
O 1.645 -0.262 1.512
C 2.290 0.858 2.131
C 1.603 2.126 1.647
O 0.199 2.064 1.865
H 0.630 2.253 3.885
H -0.647 3.328 3.266
H -2.193 1.432 3.011
H -1.489 1.332 4.659
H -2.462 -0.974 2.860
H -1.865 -1.140 4.535
H -1.432 -3.224 3.128
H 0.041 -2.488 3.790
H 1.163 -2.684 0.469
H 1.260 -3.541 2.019
H 3.050 -1.747 1.815
H 1.942 -1.443 3.176
H 3.348 0.861 1.858
H 2.203 0.752 3.218
H 1.734 2.232 0.570
H 2.038 2.999 2.141
O -3.287 2.178 1.111
C -2.594 1.433 0.444
O -2.160 0.282 0.889
C -2.297 1.783 -1.002
C -3.123 2.734 -1.594
C -2.981 3.061 -2.931
C -2.001 2.445 -3.699
C -1.161 1.512 -3.117
C -1.296 1.181 -1.771
P -0.182 -0.049 -1.053
C -0.652 -1.619 -1.816
C -0.125 -2.046 -3.033
C -0.589 -3.214 -3.616
C -1.587 -3.953 -2.995
C -2.128 -3.520 -1.794
C -1.663 -2.358 -1.201
C 1.483 0.368 -1.642
C 2.490 -0.594 -1.677
C 3.798 -0.229 -1.957
C 4.116 1.101 -2.196
C 3.121 2.066 -2.152
C 1.812 1.704 -1.872
H -3.883 3.198 -0.982
H -3.638 3.793 -3.379
H -1.891 2.692 -4.746
H -0.388 1.042 -3.713
H 0.642 -1.467 -3.534
H -0.176 -3.543 -4.560
H -1.950 -4.862 -3.454
H -2.918 -4.087 -1.319
H -2.093 -2.007 -0.273
H 2.256 -1.637 -1.494
H 4.570 -0.987 -1.996
H 5.136 1.383 -2.421
H 3.360 3.103 -2.346
H 1.040 2.463 -1.851